Here is a molecular structure, C56H120F10N9Na2O12S6 from the Open Molecules 2025 dataset. Energies are from ωB97M-V/def2-TZVPD.

Structure (XYZ):
```
215
Properties=species:S:1:pos:R:3:forces:R:3
Na -6.4199 -11.3065 -0.7677 0.042 0.028 -0.449
Na -1.8068 -2.1142 -2.3550 0.312 -0.187 -0.240
C 2.8284 -5.9967 2.0759 0.297 0.357 0.109
C 3.6571 -7.0769 1.2897 -0.735 0.273 0.859
C 4.3981 -6.5023 0.1091 -0.172 -0.926 -1.287
N 5.0621 -7.5918 -0.8526 1.739 0.805 0.038
C 6.1023 -8.4350 -0.1228 0.213 0.409 1.755
C 7.2038 -7.5801 0.6392 -1.790 -0.620 -1.152
C 7.8234 -6.6749 -0.3897 1.691 1.052 -0.548
C 6.9599 -5.9232 -1.4132 -0.407 0.755 1.724
C 5.8622 -6.7809 -1.9415 -0.544 -0.805 -0.688
C 4.0573 -8.4375 -1.6130 -0.220 0.147 1.521
H 1.9900 -5.5433 1.5470 0.128 -0.331 -0.685
H 3.4061 -5.1344 2.4091 0.464 -0.101 -0.169
H 2.3503 -6.3362 2.9947 0.335 -0.681 -0.054
H 2.9658 -7.8950 1.0872 0.081 -0.007 -0.492
H 4.4486 -7.5063 1.9039 -0.245 0.044 0.526
H 5.1706 -5.8475 0.5124 0.170 -0.213 -0.481
H 3.8037 -5.9394 -0.6106 -0.238 0.114 0.241
H 5.5890 -9.0655 0.6031 -0.267 0.057 -0.070
H 6.6402 -9.1207 -0.7774 -0.362 0.309 -0.592
H 6.8007 -7.0300 1.4895 -0.186 -0.088 -0.022
H 7.8844 -8.3346 1.0335 0.222 0.256 -0.045
H 8.4176 -5.8712 0.0452 0.127 -0.222 0.496
H 8.5675 -7.2269 -0.9639 -0.034 -0.344 -0.052
H 6.5374 -5.0132 -0.9872 -0.229 -0.036 0.458
H 7.6435 -5.4514 -2.1190 -0.272 -0.729 -0.721
H 5.0913 -6.2566 -2.5062 0.164 0.127 -0.035
H 6.3307 -7.5259 -2.5846 -0.403 -0.327 -0.066
H 3.3864 -8.9578 -0.9294 -0.170 0.610 0.487
H 4.4977 -9.3233 -2.0706 0.613 0.789 -0.731
H 3.4831 -7.7334 -2.2153 0.147 -0.521 -0.401
C -4.4126 -4.0235 -10.6390 0.403 -0.702 0.959
C -4.4182 -2.5240 -10.5966 -1.221 1.220 -0.219
C -5.3326 -1.9695 -9.4470 1.109 0.138 0.510
N -5.6448 -0.4275 -9.4681 -0.797 -1.178 0.085
C -4.3624 0.4528 -9.5509 -0.169 -1.038 1.788
C -3.5312 0.3807 -8.2179 -0.425 0.197 1.254
C -4.3167 0.8216 -6.9617 -0.876 0.221 -0.962
C -5.6648 0.0814 -6.8674 -0.200 0.683 -1.118
C -6.4730 0.0545 -8.2436 1.434 -0.466 0.849
C -6.6094 -0.2055 -10.6657 1.172 -0.435 0.224
H -3.6226 -4.4233 -11.2748 -0.215 0.233 -0.305
H -5.3716 -4.4723 -10.8980 0.054 0.120 -0.070
H -4.1218 -4.3663 -9.6460 -0.192 -0.347 0.192
H -4.7716 -2.1761 -11.5672 0.191 0.285 -0.047
H -3.4088 -2.1555 -10.4137 -0.003 0.050 -0.180
H -4.7430 -2.2069 -8.5615 0.005 0.633 0.342
H -6.2435 -2.5294 -9.2348 -0.378 0.323 -0.739
H -3.6318 0.0528 -10.2540 -0.850 0.363 -0.817
H -4.8522 1.4073 -9.7432 0.975 0.320 -0.257
H -3.1218 -0.6095 -8.0178 -0.212 -0.359 -0.517
H -2.6306 0.9942 -8.2449 -0.122 0.212 -0.703
H -3.8506 0.7818 -5.9772 0.648 -0.536 -0.314
H -4.4719 1.8946 -7.0742 -0.445 0.151 -0.098
H -5.5322 -0.9214 -6.4613 -0.005 -0.157 -0.284
H -6.2334 0.6337 -6.1192 -0.528 -0.155 -0.207
H -7.3463 -0.5919 -8.1562 0.104 -0.052 -0.148
H -6.8081 1.0384 -8.5717 0.073 0.101 0.434
H -7.4718 -0.8680 -10.5916 0.305 -0.245 0.270
H -6.0091 -0.4741 -11.5349 -0.399 0.355 -0.157
H -7.0232 0.8022 -10.7042 0.605 0.118 0.075
C -9.7054 -1.8474 -0.0163 0.521 -0.915 0.462
C -9.1294 -1.5859 1.4006 -0.860 0.242 0.449
C -9.8763 -2.4642 2.5292 0.464 0.783 -0.987
N -9.4764 -2.3087 4.0174 0.091 0.141 -0.982
C -7.9875 -2.7293 4.1643 0.299 0.692 1.579
C -7.3546 -2.2413 5.5490 -1.714 0.473 -0.438
C -7.8100 -0.8192 5.9938 0.117 -0.615 0.148
C -9.3267 -0.5022 5.8337 0.687 -0.844 0.027
C -9.8119 -0.8140 4.4045 1.585 -0.561 0.718
C -10.3680 -3.2455 4.8611 0.578 1.618 -0.515
H -10.7606 -1.5870 -0.0993 0.044 -0.007 0.180
H -9.5718 -2.8944 -0.2886 -0.162 -0.057 -0.149
H -9.1591 -1.2586 -0.7532 0.008 0.057 0.140
H -9.2472 -0.5028 1.4345 -0.320 0.079 1.104
H -8.0475 -1.7051 1.4569 -0.060 -0.525 -0.206
H -9.7427 -3.5042 2.2314 0.277 -0.130 0.332
H -10.9543 -2.3069 2.4943 0.020 0.301 0.012
H -7.3711 -2.3732 3.3388 -0.526 0.394 -0.034
H -7.9959 -3.8152 4.0708 -0.038 0.019 0.166
H -6.2659 -2.1913 5.5658 -0.091 -0.560 -0.472
H -7.6871 -2.8701 6.3749 0.142 -0.555 -0.291
H -7.0987 -0.1032 5.5822 -0.593 0.426 -0.441
H -7.5592 -0.8181 7.0546 -0.210 0.276 0.124
H -9.4959 0.5154 6.1858 -0.194 0.161 -0.672
H -9.9032 -1.0982 6.5412 0.079 -0.148 0.138
H -9.1862 -0.2026 3.7542 -0.459 -0.093 -0.410
H -10.8832 -0.6976 4.2406 0.192 0.086 -0.080
H -11.3748 -2.8454 4.7406 -0.045 -0.269 0.061
H -10.0433 -3.0646 5.8858 -0.139 -0.593 -0.080
H -10.3123 -4.2779 4.5158 0.246 0.215 0.081
C 5.6558 -16.4009 -9.4222 0.080 0.545 0.925
C 4.2156 -15.8824 -9.1499 0.661 -1.472 -0.470
C 4.0869 -14.3691 -9.2073 -1.181 -0.257 0.314
N 2.6774 -13.8761 -8.6752 0.910 -0.755 1.332
C 2.6145 -12.3160 -8.8603 -0.914 -1.443 -0.141
C 1.2426 -11.7812 -8.4245 -0.788 -0.169 0.627
C 0.0582 -12.4420 -9.1399 1.557 -0.187 -0.848
C 0.1908 -13.9317 -9.0059 -1.148 -0.369 0.174
C 1.4826 -14.5745 -9.3791 1.435 0.187 -0.288
C 2.6470 -14.1851 -7.1229 0.089 0.804 -0.476
H 6.2684 -16.0918 -8.5752 0.435 -0.023 -0.213
H 6.0934 -16.0470 -10.3556 -0.155 0.314 0.067
H 5.7127 -17.4879 -9.4806 -0.360 0.044 0.148
H 3.8277 -16.3323 -8.2360 0.313 0.287 0.313
H 3.6878 -16.4604 -9.9085 -0.799 0.888 -0.370
H 4.2981 -14.0654 -10.2326 -0.672 0.404 -0.063
H 4.7671 -13.7946 -8.5784 0.247 -0.448 0.140
H 2.7767 -12.1990 -9.9318 0.055 0.239 0.020
H 3.4547 -11.9129 -8.2950 -0.132 0.019 -0.059
H 1.1680 -10.6964 -8.4992 0.412 -0.017 -0.027
H 1.0602 -12.0567 -7.3858 0.404 0.504 0.325
H 0.1708 -12.2143 -10.1999 -0.553 0.288 -0.183
H -0.9441 -12.2328 -8.7660 0.305 0.766 -0.036
H -0.6287 -14.3119 -9.6158 0.210 -0.675 0.007
H -0.0499 -14.2002 -7.9772 -0.083 -0.200 0.100
H 1.7630 -14.5593 -10.4323 -0.305 0.464 -0.191
H 1.4703 -15.6402 -9.1509 0.269 0.138 0.480
H 1.7341 -13.7353 -6.7326 0.229 -0.327 -0.031
H 3.5016 -13.7455 -6.6086 0.062 0.731 -0.561
H 2.7626 -15.2059 -6.7585 -0.605 -0.366 -1.146
C -4.7732 -19.7097 2.0688 0.073 0.834 0.769
C -3.3029 -19.3628 2.4464 -0.280 -0.570 -0.519
C -2.7949 -18.0736 1.7767 -0.676 -0.314 0.723
N -1.5418 -17.3959 2.4236 -1.312 0.322 -0.830
C -1.7634 -16.9220 3.9019 -0.776 -0.350 -1.376
C -2.9453 -15.9322 3.9721 0.186 -0.605 0.473
C -2.7845 -14.6815 3.1097 1.139 -0.268 0.266
C -2.3944 -15.0309 1.6763 -0.606 -0.463 -0.191
C -1.2916 -16.0865 1.5621 0.925 -2.061 0.606
C -0.3728 -18.4314 2.4173 -1.428 3.023 0.254
H -4.9320 -20.0570 1.0479 0.321 0.130 0.018
H -5.3982 -18.8336 2.2422 -0.211 0.041 -0.155
H -5.1478 -20.4742 2.7496 0.135 -0.096 -0.106
H -2.7883 -20.2599 2.1020 0.753 0.263 0.118
H -3.1781 -19.3139 3.5281 -0.234 0.022 0.067
H -3.6097 -17.3498 1.7569 0.183 0.098 0.423
H -2.6596 -18.2800 0.7151 0.906 0.185 0.008
H -1.8522 -17.8507 4.4656 -0.604 0.203 0.132
H -0.8805 -16.4459 4.3284 0.408 0.067 -0.750
H -3.8977 -16.4200 3.7648 0.055 -0.168 0.039
H -2.9627 -15.6100 5.0133 -0.255 -0.067 0.093
H -3.6977 -14.0924 3.1938 0.095 0.041 -0.280
H -1.9710 -14.1155 3.5636 0.012 0.340 0.009
H -3.3006 -15.3912 1.1894 0.059 -0.446 -0.159
H -2.1675 -14.1811 1.0326 0.522 0.169 0.331
H -1.1235 -16.4623 0.5529 -0.494 0.144 -0.171
H -0.2721 -15.8983 1.8988 -0.146 1.182 0.207
H -0.2271 -18.7510 1.3855 -0.059 -0.503 0.406
H -0.7064 -19.1027 3.2086 0.635 -0.571 -0.600
H 0.4180 -17.7553 2.7423 0.611 -0.775 0.081
C -12.9691 -6.5628 13.6929 0.676 -0.559 -0.005
C -12.0963 -6.9698 12.5002 -1.026 -0.005 -0.528
C -11.3152 -8.2535 12.7574 1.313 0.993 -1.774
N -10.3585 -8.5661 11.5132 1.479 -1.235 -0.545
C -9.1663 -7.5413 11.4239 -1.172 -0.788 -0.490
C -8.1852 -7.8418 10.2444 -1.101 0.227 0.957
C -8.8953 -8.1575 8.9236 1.218 -2.111 -0.429
C -10.1116 -9.0699 9.0671 -1.217 0.104 -0.346
C -11.0524 -8.6677 10.1448 -0.988 0.734 0.846
C -9.7215 -9.9835 11.7662 -0.835 1.255 1.672
H -13.8093 -7.2528 13.6153 -0.263 0.350 0.700
H -13.2866 -5.5217 13.6337 -0.095 -0.213 -0.076
H -12.4201 -6.7125 14.6226 -0.259 0.073 0.191
H -11.4714 -6.1550 12.1346 0.261 -0.100 0.297
H -12.8632 -7.1148 11.7393 0.373 -0.238 -0.540
H -11.8965 -9.1617 12.9163 -0.059 0.237 0.091
H -10.6092 -8.0364 13.5589 -0.055 -0.517 0.179
H -9.6703 -6.5821 11.3057 0.278 0.021 -0.001
H -8.6863 -7.6030 12.4005 0.087 0.145 -0.135
H -7.5668 -6.9470 10.1729 0.140 -0.145 -0.092
H -7.5524 -8.6780 10.5419 0.097 0.118 -0.061
H -8.8989 -7.3603 8.1803 -0.863 0.315 0.474
H -8.2858 -8.9009 8.4097 0.910 0.374 -0.158
H -10.6963 -9.0961 8.1475 -0.066 0.439 -0.160
H -9.9870 -10.1446 9.1993 1.228 0.063 0.006
H -11.5282 -7.7315 9.8529 0.179 0.350 0.639
H -11.8702 -9.3845 10.2191 0.065 -0.110 0.359
H -10.5848 -10.6224 11.9523 0.290 -0.375 -0.577
H -9.2267 -9.9099 12.7346 0.012 0.164 0.079
H -8.9530 -10.3546 11.0882 -0.685 0.373 -0.392
N 1.0414 -2.1850 -5.0256 -2.842 -3.820 -4.243
S 2.3885 -1.5336 -4.9764 5.880 5.389 3.461
O 2.7263 -0.5309 -5.9768 -0.671 -1.706 1.509
O 3.4474 -2.3138 -4.3772 -0.461 0.148 -1.149
F 1.9069 -0.7250 -3.6647 0.157 1.170 0.413
S 1.3860 -3.1041 -6.4000 0.016 -4.305 -3.674
O 2.1785 -4.3549 -6.0969 -2.301 3.804 -0.554
O 1.6499 -2.4467 -7.7193 -0.810 -1.374 4.157
F -0.1179 -3.6944 -6.6203 0.534 0.515 0.506
N -5.7815 -14.7183 -2.7451 5.134 2.081 -0.597
S -6.7295 -15.8193 -3.0903 -9.602 -4.114 -1.701
O -7.0279 -16.7903 -2.0600 1.471 0.423 -0.969
O -6.9030 -16.1763 -4.5235 1.216 0.402 3.593
F -8.0242 -14.8618 -2.8635 -0.336 0.206 -0.082
S -4.5677 -15.2345 -3.6895 5.303 -0.781 -2.996
O -4.6120 -14.9348 -5.1377 -0.188 -0.504 3.589
O -3.9960 -16.5319 -3.2347 -1.698 2.738 -0.927
F -3.3558 -14.2161 -3.2508 -1.082 -0.009 0.539
C -3.5666 -8.0500 -3.9041 -1.912 0.155 0.963
F -3.7662 -7.8035 -5.1833 -0.282 -0.028 0.022
F -3.6267 -9.3874 -3.7039 0.670 0.983 -0.012
F -2.4300 -7.4859 -3.5536 0.236 -0.669 0.315
S -5.0068 -7.2346 -2.7978 -0.070 0.836 -1.170
O -4.7360 -5.7707 -2.9288 -0.556 -3.291 0.277
O -6.3006 -7.7014 -3.2880 1.842 0.024 0.783
N -4.6604 -7.9798 -1.2203 -0.641 -0.594 -3.841
S -4.5112 -6.7342 -0.3501 0.908 2.952 2.056
O -3.3391 -5.9258 -0.7269 -1.243 -0.611 1.510
O -5.7952 -6.0737 -0.1301 1.394 -0.199 0.582
C -3.9568 -7.5251 1.3279 -0.161 0.990 0.842
F -4.8216 -8.3339 1.9458 -0.844 -0.538 -0.678
F -2.8416 -8.2029 1.1708 0.648 -0.343 -0.491
F -3.7161 -6.5763 2.2730 0.002 0.272 -1.011
```
Forces are in eV/Å.

Computed properties:
* net charge: +5
* DFT total energy: -7311.88683 hartree
* spin multiplicity: 1
* LUMO: -8.55 eV
* Kohn-Sham gap: 0.2343 Eh
* highest occupied orbital energy: -14.924 eV